A structure of composition C42H105MnO28P5 in a non-equilibrium geometry, computed with ωB97M-V with the def2-TZVPD basis set.

Summary:
Multiplicity   6
F_max   6.11 eV Å⁻¹
Calculated total energy   -6627.9396 Eh
Energy above the lowest of the compared OMol25 structures with the same formula, charge and spin   27.56 kcal/mol
HOMO-LUMO gap (spin up / spin down)   7.88 / 8.65 eV
HOMO (spin up / spin down)   -7.33 / -8.09 eV

Positions of all 181 atoms, in Å:
Mn  8.713  -18.116  -12.583
O  10.573  -18.500  -11.983
H  11.511  -18.708  -11.801
O  8.249  -17.112  -14.270
H  7.781  -16.345  -14.653
C  11.963  -8.056  -16.381
O  11.442  -9.303  -16.680
C  10.022  -9.492  -16.207
C  9.854  -10.978  -16.460
O  9.435  -11.231  -17.739
C  9.204  -12.660  -18.095
C  8.006  -13.153  -17.246
O  8.361  -13.543  -15.836
C  9.349  -14.641  -15.718
H  12.835  -7.940  -17.024
H  12.141  -8.186  -15.313
H  11.281  -7.206  -16.395
H  9.363  -8.762  -16.677
H  10.022  -9.210  -15.155
H  9.195  -11.357  -15.679
H  10.763  -11.549  -16.270
H  10.093  -13.278  -17.974
H  9.123  -12.754  -19.178
H  7.548  -14.089  -17.564
H  7.229  -12.389  -17.237
H  9.311  -15.394  -16.506
H  9.320  -15.041  -14.704
H  10.386  -14.324  -15.825
C  4.475  -18.854  -14.487
O  4.663  -20.182  -15.142
C  4.815  -21.171  -14.124
C  3.427  -21.609  -13.749
O  3.340  -22.925  -13.199
C  4.086  -23.260  -12.020
C  4.150  -24.678  -11.481
O  2.887  -25.021  -11.087
C  2.720  -26.206  -10.488
H  5.270  -18.110  -14.435
H  3.905  -18.934  -13.562
H  3.727  -18.509  -15.201
H  5.389  -20.898  -13.239
H  5.488  -21.972  -14.430
H  2.949  -21.855  -14.697
H  2.892  -20.887  -13.131
H  3.893  -22.508  -11.255
H  5.119  -22.918  -12.077
H  5.043  -24.723  -10.857
H  4.399  -25.260  -12.369
H  1.673  -26.500  -10.561
H  2.943  -26.154  -9.422
H  3.418  -26.986  -10.790
C  17.072  -14.720  -13.728
C  15.573  -15.255  -13.795
O  14.638  -14.613  -14.573
P  14.004  -15.084  -16.037
O  12.737  -14.518  -16.519
O  15.391  -14.984  -16.930
C  15.389  -14.683  -18.268
C  14.451  -15.314  -19.204
O  13.701  -16.690  -15.745
C  12.498  -17.149  -15.119
C  11.506  -17.606  -16.224
H  17.640  -15.638  -13.578
H  17.146  -14.226  -14.697
H  17.399  -14.079  -12.909
H  15.619  -16.291  -14.130
H  15.275  -15.314  -12.748
H  15.275  -13.600  -18.324
H  16.387  -14.962  -18.604
H  14.611  -14.782  -20.142
H  14.556  -16.367  -19.465
H  13.398  -15.167  -18.963
H  12.626  -17.958  -14.400
H  12.150  -16.398  -14.411
H  11.930  -18.021  -17.138
H  10.693  -18.211  -15.822
H  11.081  -16.703  -16.662
C  12.517  -22.483  -13.282
C  11.594  -21.597  -14.253
O  10.263  -21.966  -14.075
P  8.948  -21.209  -14.643
O  8.452  -20.170  -13.743
O  9.519  -20.674  -16.035
C  8.711  -19.845  -16.822
C  7.950  -20.447  -17.990
O  7.905  -22.343  -15.000
C  8.177  -23.483  -15.825
C  8.288  -24.818  -15.058
H  13.285  -22.963  -13.889
H  13.063  -21.994  -12.476
H  11.928  -23.335  -12.942
H  11.537  -20.549  -13.959
H  11.980  -21.769  -15.258
H  8.278  -19.026  -16.248
H  9.541  -19.333  -17.308
H  6.886  -20.402  -17.760
H  8.067  -19.820  -18.874
H  8.198  -21.441  -18.363
H  7.287  -23.531  -16.451
H  9.031  -23.350  -16.489
H  8.650  -25.670  -15.633
H  9.006  -24.683  -14.249
H  7.308  -25.166  -14.733
C  7.347  -23.364  -9.725
C  8.093  -22.410  -10.681
O  8.527  -21.284  -9.926
P  7.573  -19.947  -10.026
O  7.435  -19.353  -11.394
O  8.167  -18.970  -8.898
C  9.590  -19.065  -8.636
C  10.066  -17.829  -7.867
O  6.148  -20.433  -9.475
C  5.024  -19.499  -9.185
C  4.313  -19.113  -10.480
H  7.206  -24.335  -10.202
H  7.787  -23.471  -8.734
H  6.304  -23.109  -9.541
H  8.880  -22.838  -11.303
H  7.436  -22.232  -11.532
H  9.715  -19.860  -7.901
H  10.044  -19.390  -9.572
H  11.127  -17.758  -7.630
H  9.696  -17.030  -8.509
H  9.654  -17.761  -6.860
H  4.209  -19.954  -8.621
H  5.176  -18.594  -8.597
H  4.979  -18.453  -11.036
H  4.025  -20.074  -10.906
H  3.408  -18.549  -10.254
C  19.763  -21.829  -13.732
C  19.626  -21.068  -12.425
O  18.336  -21.464  -11.863
P  17.835  -20.544  -10.618
O  18.537  -20.827  -9.384
O  16.246  -20.797  -10.621
C  15.300  -20.081  -11.413
C  13.956  -20.142  -10.839
O  18.058  -19.048  -11.140
C  19.213  -18.319  -10.753
C  19.195  -16.989  -11.614
H  19.223  -21.354  -14.551
H  20.803  -22.012  -14.002
H  19.258  -22.793  -13.663
H  20.513  -21.145  -11.796
H  19.616  -20.021  -12.726
H  15.601  -19.034  -11.441
H  15.446  -20.487  -12.414
H  13.221  -19.620  -11.452
H  13.594  -21.098  -10.459
H  14.090  -19.479  -9.984
H  19.126  -18.013  -9.711
H  20.076  -18.953  -10.956
H  19.583  -16.929  -12.631
H  18.236  -16.474  -11.554
H  19.935  -16.359  -11.119
C  4.079  -14.755  -12.770
C  5.485  -15.238  -12.418
O  5.818  -14.969  -11.165
P  7.301  -15.387  -10.670
O  7.910  -16.607  -11.312
O  8.172  -13.992  -10.919
C  8.906  -13.794  -12.112
C  10.122  -13.011  -11.853
O  7.181  -15.615  -9.104
C  6.976  -14.480  -8.168
C  7.335  -14.835  -6.696
H  3.377  -15.426  -12.275
H  3.958  -13.738  -12.396
H  3.734  -14.783  -13.804
H  5.654  -16.305  -12.563
H  6.234  -14.707  -13.005
H  9.198  -14.784  -12.461
H  8.250  -13.355  -12.863
H  10.664  -13.255  -10.939
H  10.876  -13.180  -12.622
H  9.908  -11.942  -11.826
H  7.538  -13.580  -8.416
H  5.962  -14.126  -8.353
H  7.364  -13.957  -6.051
H  6.778  -15.705  -6.346
H  8.413  -14.996  -6.717

Forces on the atoms, in the same order (eV/Å):
Mn 0.587 -0.053 -1.123
O 0.773 -0.248 0.278
H -1.292 0.366 -0.294
O -0.394 0.238 -0.229
H 0.444 -0.889 0.640
C 0.029 -0.415 1.270
O -2.793 -0.341 -0.914
C 3.454 -0.154 -0.685
C -0.504 -0.195 1.897
O -0.876 -1.649 -2.600
C -0.091 1.179 1.424
C 1.119 -1.646 1.021
O 0.699 -0.142 -1.077
C 0.257 1.455 -0.331
H 0.078 0.423 0.437
H 1.185 0.853 0.385
H -0.285 0.098 -0.825
H -0.166 -0.453 -0.605
H -0.042 -0.455 0.381
H -0.687 -0.151 -0.146
H 0.602 0.498 0.150
H 0.315 0.127 0.928
H -0.927 0.658 0.008
H 0.073 0.074 -0.928
H 0.209 0.060 0.461
H -0.980 -0.273 0.163
H -0.641 -0.212 -0.364
H 0.086 0.845 -0.071
C -2.005 -0.852 -2.057
O 1.382 1.284 2.285
C 0.712 -0.234 0.366
C 0.153 -2.071 -0.465
O 0.410 -1.731 1.194
C 1.182 2.594 0.347
C -0.048 1.396 -3.110
O -0.584 1.780 -0.095
C -0.130 -2.064 1.948
H 0.710 -0.809 -0.004
H 0.481 -0.237 0.286
H 0.007 0.943 0.118
H -0.023 1.209 0.148
H -0.621 -0.416 -0.881
H -0.499 0.964 -0.005
H -0.122 0.118 -0.064
H -1.280 -0.222 0.786
H 0.809 -0.488 -1.090
H -0.519 -0.199 1.022
H 0.277 -0.605 -0.196
H 0.136 -0.256 -0.258
H -0.090 0.228 0.552
H -0.163 -0.286 -0.814
C -1.733 -0.552 -0.860
C 2.114 -1.545 1.688
O -2.111 1.651 -2.483
P 1.034 -2.551 2.097
O 1.176 1.030 0.210
O -2.610 -1.467 3.545
C 1.295 0.999 -1.432
C -1.651 -0.468 -1.292
O 2.068 1.190 -0.487
C -1.009 -0.322 -0.496
C -0.230 1.514 0.326
H 0.369 0.179 -0.713
H 1.049 -0.118 0.020
H -0.772 0.359 -0.047
H 0.210 -0.119 -0.028
H -0.815 0.197 -0.054
H 0.092 0.129 -0.352
H 0.226 0.341 0.012
H -0.064 0.035 -0.182
H 0.438 -0.118 0.511
H 0.003 0.134 0.215
H 1.069 -0.447 -0.415
H -0.661 0.478 -0.584
H 0.675 -0.712 0.568
H 0.155 0.033 0.030
H -0.396 0.178 0.295
C -0.550 0.122 -1.447
C 1.751 0.299 1.795
O -2.914 -1.480 -0.647
P 2.312 -0.101 -0.179
O -0.539 -0.422 -0.224
O -0.342 -1.980 1.787
C 2.223 1.933 -2.209
C -1.472 0.190 0.147
O 0.382 0.077 0.950
C -0.600 -1.161 -0.758
C 0.047 0.562 0.172
H 0.149 0.145 -0.183
H -0.622 0.214 -0.006
H -0.162 0.261 0.416
H 1.192 0.283 -0.256
H -0.507 0.284 -0.176
H -0.826 -0.455 0.267
H -0.192 0.608 -0.372
H -0.184 -0.440 -0.119
H 0.139 0.274 0.141
H 0.314 -0.124 0.646
H 0.115 -0.041 -0.224
H 0.155 0.381 0.265
H 0.240 0.417 -0.577
H -0.270 -0.127 0.303
H 0.040 0.367 0.524
C -0.219 -0.472 -0.520
C -1.177 -1.370 -0.083
O -1.399 2.100 -0.556
P 0.262 0.137 -0.115
O -0.007 -0.839 1.740
O -0.653 -0.812 -0.866
C 0.571 -1.038 1.675
C -0.611 0.311 -1.055
O -0.413 1.153 0.930
C -1.243 0.271 -0.783
C 0.664 0.037 0.659
H 0.595 -0.306 0.037
H 0.410 -0.073 -0.263
H 0.061 0.822 -0.085
H 0.899 -0.170 1.061
H -0.623 1.126 0.232
H -0.108 -0.607 -0.325
H 0.686 0.843 0.137
H 0.188 -0.242 -0.894
H 0.454 0.723 0.483
H -0.739 -0.168 -0.222
H 0.806 -1.198 0.335
H 1.473 -0.132 -0.032
H -0.164 -0.482 -0.681
H 0.128 0.373 -0.837
H -0.064 -0.036 0.169
C -0.267 -0.736 -0.066
C -0.421 0.174 -1.471
O 0.562 1.181 0.661
P -0.769 -0.506 -1.344
O 0.128 -0.172 0.839
O 1.647 0.102 1.005
C 1.685 0.033 -1.831
C -0.718 0.777 1.494
O -1.230 -0.722 -0.053
C -0.303 1.651 -1.587
C 1.083 -0.235 1.306
H 0.254 0.361 0.033
H -0.048 0.161 -0.083
H 0.262 -0.211 0.312
H -0.444 -0.714 0.602
H -0.409 0.197 0.295
H 0.066 0.055 -0.179
H -0.512 0.017 -0.275
H 0.056 -0.381 -0.265
H 0.120 -0.050 -0.397
H -0.606 -0.166 0.542
H 0.206 -0.333 0.014
H 0.244 0.445 0.371
H -0.405 -1.018 -0.234
H -0.010 -0.267 0.082
H -0.105 0.352 0.342
C -0.217 -0.479 0.790
C -0.210 -0.556 -4.898
O 1.587 0.361 5.885
P 1.641 0.183 -0.944
O -1.449 2.529 1.321
O -2.075 -1.983 2.026
C -0.029 -1.624 -0.934
C 1.279 1.303 0.121
O 0.366 1.570 0.098
C -0.526 0.646 0.422
C 0.694 -0.017 -1.785
H -0.208 0.228 0.391
H -0.134 -0.027 0.030
H 0.833 -0.025 -0.212
H -0.374 -0.164 -0.686
H -0.157 -0.116 -1.027
H -0.047 -0.095 -0.279
H 0.106 0.180 -0.067
H -0.433 -0.288 0.229
H -0.223 0.072 -0.358
H 0.083 0.089 0.052
H 0.667 -0.456 -0.544
H -0.352 -0.475 0.479
H -1.101 0.059 -0.027
H 0.166 0.286 0.315
H 0.067 -0.912 -0.042

Löwdin atomic charge list, values in e, 2 entries:
1. Mn 0.767
2. O -0.428